ORCA calculation (ωB97M-V with the def2-TZVPD basis set) on an isolated ion of composition C14H28BO7 and charge -1 in a non-equilibrium geometry.

As for the net charge: -1. As for the largest force on an atom: 1.70 eV/A. The spin multiplicity is 1. The lowest unoccupied orbital energy comes out at 2.86 eV. The orbital gap comes out at 6.513 eV. The calculation puts the total energy at -1101.82386 a.u. As for the HOMO energy: -0.13418 Ha.

```
50
Properties=species:S:1:pos:R:3:forces:R:3:lowdin_charge:R:1
C 3.580918 -3.673827 0.679527 -0.3 -0.1 0.0 -0.087
C 2.924698 -2.822999 -0.407307 0.1 -0.4 -0.2 -0.270
O 3.455379 -1.520640 -0.509421 0.0 0.0 0.1 -0.152
C 3.186092 -0.729846 0.628836 0.2 0.2 0.1 -0.197
C 3.763513 0.658364 0.442449 -0.4 -0.1 0.3 -0.197
O 2.940791 1.498318 -0.320560 0.3 0.3 -0.2 -0.137
C 2.983917 1.264697 -1.721471 0.2 -0.2 0.2 -0.186
C 2.603652 2.517411 -2.469837 0.0 -0.1 -0.2 -0.211
O 1.227803 2.773673 -2.527221 0.2 0.2 0.0 -0.131
C 0.646884 3.231157 -1.301882 -0.6 0.1 0.0 -0.125
C -0.089072 2.130383 -0.536789 -0.4 0.8 0.1 -0.331
C -0.580071 0.966708 -1.368153 -0.4 -1.2 1.1 -0.165
O -1.274688 0.213383 -0.368647 0.4 0.5 0.0 -0.095
B -2.050586 1.300582 0.322790 -1.2 0.1 -0.6 -0.715
C -2.330102 1.010625 1.902189 0.3 -0.3 -0.4 -0.116
C -2.528221 -0.485270 2.218407 -0.1 0.2 0.4 -0.197
C -3.975774 -0.857749 2.482285 0.5 0.0 0.4 -0.189
O -4.775880 -0.734162 1.299522 -0.2 -0.3 -0.1 0.000
C -4.730454 -1.753769 0.436927 0.3 -0.7 -0.1 -0.532
C -5.499475 -1.453977 -0.823519 0.1 0.2 0.1 0.015
O -4.167110 -2.817680 0.630820 -0.4 0.9 0.1 0.071
O -1.315231 2.592821 0.010390 0.5 -0.1 0.2 -0.057
H 3.571100 -4.718884 0.370770 0.0 -0.1 0.0 0.067
H 3.039591 -3.626112 1.622719 0.1 0.1 0.1 0.069
H 4.614912 -3.378361 0.840663 0.1 0.1 0.0 0.075
H 3.111150 -3.295432 -1.370937 0.0 0.1 -0.1 0.113
H 1.839842 -2.795674 -0.272687 -0.1 0.1 0.1 0.124
H 2.110107 -0.626765 0.799530 -0.1 -0.1 0.0 0.142
H 3.640647 -1.164166 1.527358 0.0 -0.1 0.0 0.118
H 3.825783 1.113384 1.432511 0.0 0.1 0.0 0.126
H 4.778279 0.611430 0.032663 0.1 -0.1 -0.1 0.126
H 4.000026 0.964819 -2.005702 0.1 0.1 0.0 0.123
H 2.323116 0.438738 -1.985112 -0.1 0.0 -0.1 0.118
H 2.940523 2.398732 -3.502053 -0.1 0.0 -0.1 0.121
H 3.157099 3.367799 -2.052820 0.0 0.1 0.1 0.125
H -0.096322 3.980615 -1.577028 -0.1 0.0 0.0 0.126
H 1.408713 3.712952 -0.687775 0.1 0.0 0.1 0.118
H 0.496770 1.793481 0.322432 0.5 -0.4 -0.4 0.138
H 0.161666 0.324703 -1.839173 0.1 0.1 -0.2 0.107
H -1.354272 1.302895 -2.064625 0.4 0.3 -0.5 0.128
H -3.157417 1.393131 -0.288464 0.0 0.0 0.2 0.102
H -3.247213 1.540682 2.167929 0.0 0.2 0.2 0.081
H -1.511807 1.403462 2.514886 0.0 0.1 0.0 0.084
H -2.000403 -0.742060 3.143867 0.1 -0.1 0.0 0.104
H -2.131590 -1.129014 1.435181 0.1 0.0 -0.1 0.100
H -4.390252 -0.157833 3.207219 -0.2 0.1 -0.2 0.117
H -4.060315 -1.854958 2.914204 -0.1 -0.2 -0.3 0.112
H -5.072768 -2.022416 -1.642157 0.1 -0.1 0.0 0.081
H -6.539002 -1.751774 -0.697905 -0.1 0.0 0.1 0.079
H -5.454943 -0.391577 -1.044833 0.0 0.1 0.0 0.080
```
Positions in Å, forces in eV/Å.